62
Properties=species:S:1:pos:R:3:nbo_charge:R:1 method="wB97M-V/def2-TZVPD" total_charge=+1 spin_multiplicity=1 homo_lumo_gap_ha=0.4209
Mg -11.646 7.040 -3.476 1.7200
P -9.047 8.764 -5.100 2.6050
F -7.847 7.889 -4.364 -0.5782
F -9.427 7.515 -6.121 -0.5817
F -10.097 8.155 -3.997 -0.6470
F -10.305 9.519 -5.814 -0.5984
F -8.937 9.981 -4.071 -0.5921
F -7.941 9.550 -5.966 -0.5633
C -13.960 9.861 -0.651 -0.7329
C -13.162 8.896 -1.434 0.4704
N -12.546 8.169 -2.033 -0.5067
H -14.604 10.321 -1.400 0.2887
H -13.435 10.666 -0.138 0.2666
H -14.536 9.219 0.015 0.2638
C -10.424 3.763 -6.675 -0.7508
C -10.710 4.755 -5.636 0.4730
N -10.919 5.566 -4.817 -0.4996
H -10.262 4.334 -7.590 0.2729
H -11.161 3.039 -7.021 0.2693
H -9.585 3.095 -6.478 0.2790
C -9.858 0.668 -2.075 -0.7351
C -9.679 1.884 -2.766 0.2947
N -9.528 2.811 -3.398 -0.3530
H -8.822 0.619 -1.740 0.2645
H -9.980 -0.146 -2.791 0.2691
H -10.501 0.623 -1.196 0.2629
C -15.059 4.510 -1.198 -0.7133
C -14.080 5.157 -2.202 0.4299
N -13.356 5.602 -3.021 -0.4939
H -15.494 5.442 -0.838 0.2703
H -14.460 4.237 -0.329 0.2753
H -15.749 3.714 -1.478 0.2689
C -12.113 12.541 -4.271 -0.7233
C -13.396 11.775 -4.081 0.3417
N -14.355 11.171 -3.882 -0.4185
H -11.575 12.637 -3.327 0.2603
H -12.273 13.513 -4.736 0.2608
H -11.581 12.030 -5.074 0.2843
C -8.768 4.866 -0.467 -0.7380
C -9.718 5.540 -1.369 0.4869
N -10.490 6.051 -2.117 -0.5194
H -8.521 5.539 0.355 0.2711
H -7.794 4.893 -0.956 0.2822
H -9.090 3.887 -0.114 0.2616
C -12.461 7.200 3.051 -0.7275
C -13.084 6.644 1.839 0.3433
N -13.613 6.279 0.853 -0.4002
H -13.045 7.127 3.969 0.2701
H -12.315 8.267 2.889 0.2527
H -11.449 6.796 3.098 0.2642
C -14.974 8.675 -6.394 -0.7251
C -13.874 8.287 -5.488 0.4730
N -12.940 7.894 -4.863 -0.5233
H -15.855 8.995 -5.836 0.2772
H -15.119 7.859 -7.101 0.2696
H -14.557 9.519 -6.944 0.2752
C -9.321 10.087 1.982 -0.6945
C -9.748 8.975 1.005 0.3070
N -10.136 8.133 0.324 -0.3822
H -9.234 11.018 1.423 0.2667
H -8.439 9.716 2.504 0.2617
H -10.122 10.079 2.721 0.2438

***

50
Properties=species:S:1:pos:R:3:nbo_charge:R:1 method="wB97M-V/def2-TZVPD" relative_energy_kcal_mol=47.6 spin_multiplicity=1 homo_lumo_gap_ha=0.3105
C -0.583 -2.281 0.810 -0.6147
C -1.482 -2.608 -0.373 -0.4008
C -1.563 -1.445 -1.368 -0.2260
N -2.050 -0.235 -0.755 -0.3262
C -3.320 -0.042 -0.269 0.1518
C -4.430 -0.879 -0.316 -0.2420
C -5.603 -0.425 0.247 -0.1922
C -5.690 0.835 0.845 -0.2362
C -4.605 1.681 0.880 -0.1814
C -3.409 1.246 0.315 -0.0285
C -2.127 1.845 0.138 -0.1198
C -1.573 3.112 0.407 0.0221
N -0.383 3.420 0.006 -0.2068
N 0.363 2.521 -0.633 -0.1986
C 1.620 3.052 -1.129 -0.3079
C 2.834 2.688 -0.247 0.6616
O 3.352 3.491 0.497 -0.6182
N 3.266 1.435 -0.449 -0.6284
C 4.374 0.867 0.284 -0.2308
C 3.913 -0.024 1.440 -0.4207
C 3.155 -1.248 0.938 -0.0691
O 4.032 -2.062 0.191 -0.5474
C 3.386 -3.148 -0.414 -0.2435
C 0.020 1.212 -0.911 0.5935
O 0.825 0.454 -1.461 -0.6912
C -1.329 0.900 -0.521 0.0996
H 0.407 -1.999 0.463 0.2083
H -0.992 -1.456 1.390 0.2075
H -0.488 -3.143 1.466 0.2153
H -2.480 -2.857 -0.009 0.1996
H -1.091 -3.477 -0.906 0.2098
H -0.569 -1.229 -1.764 0.2543
H -2.225 -1.713 -2.199 0.2013
H -4.387 -1.848 -0.789 0.2192
H -6.479 -1.056 0.224 0.2168
H -6.629 1.147 1.276 0.2166
H -4.673 2.661 1.327 0.2151
H -2.115 3.890 0.920 0.2092
H 1.522 4.137 -1.134 0.2519
H 1.784 2.668 -2.139 0.2259
H 2.688 0.817 -1.011 0.4321
H 4.960 1.701 0.674 0.2306
H 4.983 0.274 -0.403 0.2069
H 4.789 -0.357 1.997 0.2145
H 3.266 0.547 2.108 0.2136
H 2.310 -0.933 0.306 0.1662
H 2.748 -1.818 1.789 0.1668
H 2.613 -2.810 -1.117 0.1638
H 2.918 -3.803 0.333 0.1621
H 4.148 -3.705 -0.956 0.1942